The following is a quantum chemistry calculation of the molecule C37H46BN3O5 in a non-equilibrium geometry, from OMol25.

E_LUMO (eV): -1.9
HOMO level (eV): -8.07
M (g/mol): 623.60
HOMO-LUMO gap (eV): 6.13

```
92
C37H46BN3O5 the ωB97M-V functional and the def2-TZVPD basis
C 3.0392 -0.9545 -3.8693
C 2.1852 -1.0198 -2.6103
C 0.7962 -1.5457 -2.9717
O 2.7996 -1.8921 -1.6847
B 2.4151 -1.4028 -0.3634
C 1.2260 -2.4337 0.1843
C 0.1797 -1.9347 0.9507
C -0.8867 -2.7782 1.3075
C -0.8944 -4.1081 0.8894
C 0.1660 -4.6075 0.1310
C 1.2321 -3.7639 -0.2230
C 3.7748 -1.4013 0.7230
C 3.4928 -1.0077 2.0934
C 4.1542 -0.0703 2.9939
O 1.8902 -0.0628 -0.4569
C 2.1011 0.3669 -1.7855
C 3.4236 1.1307 -1.8491
C 0.9615 1.2816 -2.1903
H 2.5993 -0.2331 -4.5694
H 4.0714 -0.6694 -3.6351
H 3.0437 -1.9419 -4.3451
H 0.3867 -0.9554 -3.8007
H 0.8801 -2.5878 -3.3056
H 0.1008 -1.5031 -2.1210
H 0.1810 -0.8946 1.2728
H -1.7027 -2.3662 1.8984
H -1.7195 -4.7655 1.1709
H 0.1799 -5.6406 -0.2116
H 2.0513 -4.1544 -0.8265
H 4.0562 -2.4709 0.6622
H 4.5575 -0.8115 0.2126
H 2.5983 -1.5326 2.4865
H 3.3703 0.5372 3.5347
H 4.8920 0.4832 2.4015
H 3.5272 1.5963 -2.8355
H 3.4211 1.9215 -1.0880
H 4.2816 0.4649 -1.6710
H 1.1141 1.6015 -3.2268
H -0.0057 0.7755 -2.1031
H 0.9640 2.1679 -1.5461
C 7.9489 4.7303 8.8029
N 6.8460 3.9154 8.3465
C 5.6192 4.0004 8.9333
O 5.3365 4.7321 9.8759
C 4.6904 3.0443 8.1972
C 3.4808 3.7342 7.5716
C 2.6183 4.4641 8.5772
C 2.4075 5.8350 8.4324
C 1.6583 6.5340 9.3800
C 1.1200 5.8504 10.4801
C 1.3064 4.4724 10.6088
C 2.0653 3.7740 9.6636
N 5.5866 2.4219 7.2099
C 5.1247 1.5053 6.3019
C 5.8396 0.8826 5.3067
C 5.3220 -0.1634 4.3856
C 6.4390 -0.9886 3.7521
C 7.7033 -0.4823 3.4664
C 8.6180 -1.2561 2.7187
N 9.9897 -0.8547 2.6979
O 10.8131 -1.5342 2.0501
O 10.3435 0.1535 3.3569
C 8.2320 -2.4685 2.1268
C 6.9735 -2.9746 2.4252
C 6.1153 -2.2712 3.2664
C 6.9513 2.9331 7.2708
C 7.3790 3.6583 5.9848
C 7.9446 1.8354 7.6754
H 7.5912 5.3941 9.5972
H 8.7677 4.0998 9.1852
H 8.3418 5.3336 7.9701
H 4.3541 2.2721 8.9152
H 3.8633 4.4445 6.8224
H 2.8916 2.9637 7.0496
H 2.8546 6.3430 7.5720
H 1.5159 7.6085 9.2614
H 0.5498 6.4026 11.2302
H 0.8778 3.9317 11.4561
H 2.2354 2.7012 9.7582
H 4.0588 1.2862 6.3843
H 6.9123 1.0997 5.2917
H 4.6194 -0.8041 4.9808
H 8.0277 0.5272 3.7156
H 8.9508 -2.9959 1.5148
H 6.6394 -3.9021 1.9738
H 5.1274 -2.6660 3.5002
H 6.6642 4.4669 5.7754
H 8.3847 4.0838 6.1037
H 7.3814 2.9861 5.1243
H 7.6901 1.4909 8.6873
H 7.9067 0.9788 6.9974
H 8.9667 2.2346 7.6867
```